79
Properties=species:S:1:pos:R:3 method="wB97M-V/def2-TZVPD" lumo_energy_ev=-5.4 e_homo_ha=-0.42268 largest_force_ev_per_a=2.13 e_above_lowest_ev=0.000 total_charge=+1 gap_ev=6.086
Ce -0.30 0.23 -0.08
B 1.71 -1.37 1.14
N 2.44 0.00 1.08
C 3.74 0.27 1.25
C 3.93 1.64 1.08
C 2.66 2.14 0.80
N 1.77 1.15 0.80
N 1.62 -1.99 -0.28
C 2.52 -2.75 -0.90
C 2.03 -3.08 -2.16
C 0.79 -2.47 -2.23
N 0.54 -1.81 -1.09
H 0.55 -1.13 1.51
H 2.26 -2.11 1.90
H 4.44 -0.51 1.49
H 4.85 2.19 1.16
H 2.35 3.16 0.61
H 3.45 -3.01 -0.42
H 2.51 -3.68 -2.91
H 0.07 -2.47 -3.03
O -2.46 0.30 0.38
Si -2.67 -0.36 1.88
C -2.14 -2.15 1.68
C -1.87 -3.06 2.71
C -1.54 -4.37 2.43
C -1.48 -4.82 1.11
C -1.75 -3.95 0.08
C -2.07 -2.63 0.36
C -4.34 -0.18 2.60
C -5.33 0.52 1.90
C -6.60 0.67 2.44
C -6.90 0.11 3.67
C -5.93 -0.59 4.38
C -4.66 -0.73 3.85
C -1.34 0.53 2.88
C -0.85 0.08 4.12
C 0.09 0.82 4.82
C 0.57 2.02 4.31
C 0.12 2.49 3.10
C -0.82 1.74 2.39
H -1.92 -2.75 3.75
H -1.33 -5.06 3.25
H -1.23 -5.86 0.91
H -1.71 -4.30 -0.95
H -2.34 -1.97 -0.46
H -5.10 0.96 0.93
H -7.36 1.21 1.89
H -7.89 0.23 4.09
H -6.16 -1.02 5.34
H -3.91 -1.29 4.41
H -1.21 -0.85 4.54
H 0.44 0.46 5.78
H 1.30 2.60 4.87
H 0.48 3.43 2.70
H -1.24 2.17 1.47
C 1.21 -0.18 -5.55
C 2.46 0.64 -5.26
C 2.29 1.60 -4.06
C 3.58 2.43 -3.87
C 3.50 3.45 -2.74
C 1.16 2.57 -4.38
O 1.15 3.26 -5.35
N 0.11 2.66 -3.44
C 0.03 1.90 -2.34
O -0.93 2.06 -1.52
N 0.92 0.95 -2.05
C 2.08 0.75 -2.80
O 2.91 -0.03 -2.44
H 1.39 -0.86 -6.39
H 0.37 0.45 -5.83
H 0.92 -0.79 -4.69
H 2.73 1.25 -6.12
H 3.30 -0.01 -5.02
H 3.78 2.93 -4.82
H 4.38 1.72 -3.69
H 2.74 4.22 -2.94
H 4.45 3.96 -2.62
H 3.26 2.97 -1.79
H -0.62 3.34 -3.61